{"formula": "C41H37GeN6O4SbSe5Zr", "method": "wB97M-V/def2-TZVPD", "symbols": ["Sb", "Zr", "Se", "Se", "Se", "Se", "Se", "Ge", "O", "O", "O", "O", "N", "N", "N", "N", "N", "N", "C", "C", "C", "C", "C", "C", "C", "C", "C", "C", "C", "C", "C", "C", "C", "C", "C", "C", "C", "C", "C", "C", "C", "C", "C", "C", "C", "C", "C", "C", "C", "C", "C", "C", "C", "C", "C", "C", "C", "C", "C", "H", "H", "H", "H", "H", "H", "H", "H", "H", "H", "H", "H", "H", "H", "H", "H", "H", "H", "H", "H", "H", "H", "H", "H", "H", "H", "H", "H", "H", "H", "H", "H", "H", "H", "H", "H", "H"], "positions_angstrom": [[-2.89, -5.88, -1.56], [-1.34, -1.64, 0.43], [-1.87, -8.04, -1.42], [-3.81, -4.87, -3.51], [-4.18, 1.85, 2.65], [-1.62, -4.39, 0.14], [-3.85, -5.05, 0.65], [2.45, 1.89, -0.08], [-0.45, -1.79, -1.41], [0.34, -1.89, -3.48], [2.05, -0.97, 2.89], [0.69, -1.66, 1.25], [1.29, -4.22, -0.37], [-3.10, 0.54, 1.82], [-3.50, -1.62, 0.77], [-2.16, 0.34, -0.31], [-3.64, -0.92, 1.96], [-4.47, 2.76, 1.08], [-4.43, -2.01, -1.40], [4.59, 5.00, 1.82], [4.25, 3.89, 1.06], [-5.64, -0.61, 0.13], [-4.53, -1.41, -0.14], [2.21, 2.47, -1.93], [-1.72, -2.31, 2.57], [1.67, 3.23, -4.57], [-2.23, -1.73, 5.28], [3.62, 5.66, 2.56], [-3.70, 2.19, 0.17], [1.42, 1.92, -4.16], [-2.04, 0.77, -1.60], [1.89, -2.26, -1.70], [0.72, 1.16, 0.45], [3.93, 0.61, -0.04], [-3.03, -1.18, 4.29], [-5.41, -1.82, -2.35], [-0.92, -2.84, 3.59], [1.18, -0.76, 2.06], [0.51, -1.98, -2.28], [-3.55, 2.60, -1.17], [6.00, -1.28, 0.00], [2.45, 3.77, -2.36], [2.93, 3.43, 1.02], [2.31, 5.20, 2.54], [2.18, 4.15, -3.67], [-2.72, 1.89, -2.02], [-6.52, -1.03, -2.08], [4.39, 0.09, 1.17], [2.13, -3.74, -1.46], [1.97, 4.10, 1.77], [-2.94, 1.01, 0.52], [-6.62, -0.43, -0.83], [-2.77, -1.51, 2.97], [5.56, -0.76, -1.21], [-1.19, -2.58, 4.93], [1.69, 1.55, -2.85], [0.56, 0.62, 1.88], [4.53, 0.18, -1.23], [5.42, -0.85, 1.19], [3.88, 6.52, 3.16], [3.20, -3.89, -1.27], [5.01, 3.37, 0.49], [-7.47, 0.21, -0.60], [-1.43, 0.17, -2.26], [1.49, -3.72, 0.49], [3.93, 0.38, 2.10], [1.55, 5.71, 3.12], [1.88, -4.31, -2.36], [2.63, -1.89, -2.42], [2.37, 5.17, -3.99], [6.79, -2.02, 0.02], [1.48, 0.53, -2.56], [-0.51, 0.52, 2.13], [-7.28, -0.87, -2.83], [-3.57, -2.64, -1.64], [0.98, 1.30, 2.63], [6.00, -1.09, -2.14], [-3.86, -0.52, 4.53], [-4.12, 3.45, -1.53], [2.84, 4.50, -1.66], [5.61, 5.35, 1.84], [-0.06, -3.45, 3.34], [-0.56, -3.01, 5.70], [1.01, 1.19, -4.85], [0.53, 0.38, -0.29], [1.39, -5.21, -0.22], [-0.01, 1.94, 0.25], [-5.31, -2.31, -3.31], [0.94, 3.75, 1.76], [-2.61, 2.19, -3.06], [4.19, 0.57, -2.18], [-2.42, -1.50, 6.32], [5.74, -1.26, 2.13], [2.01, -1.72, -0.76], [1.45, 3.53, -5.59], [-5.73, -0.12, 1.10]], "mulliken_charge": [0.502, -0.720, -0.642, -0.528, -0.066, 0.238, -0.461, 3.019, -0.517, -0.705, -0.778, 0.037, -0.203, -0.070, 0.522, 2.227, 0.238, -1.161, 0.556, -0.611, -0.581, -0.268, 0.359, -0.523, 1.726, -0.515, -0.586, -0.451, 0.763, -0.883, -0.998, 1.673, 0.383, -0.060, -0.899, -0.566, -0.461, 0.609, 0.013, -1.183, -0.480, -0.439, -0.241, -0.695, -0.635, -1.003, -0.685, -0.087, -1.610, -0.392, -0.397, -0.674, 0.100, -0.524, -0.859, -0.097, -0.385, -0.371, -0.729, 0.347, 0.439, 0.387, 0.359, 0.467, -0.039, 0.408, 0.410, 0.458, 0.519, 0.384, 0.360, 0.459, -0.209, 0.356, -0.500, 0.639, 0.391, 0.462, 0.387, 0.359, 0.383, 0.336, 0.376, 0.512, -1.511, 0.277, 0.571, 0.250, 0.364, 0.496, 0.399, 0.369, 0.405, -0.998, 0.364, 0.340], "charge": -2, "e_above_lowest_kcal_mol": 27.1, "fmax_ev_per_a": 0.6, "orbital_gap_ev": 5.0}